Record 1
{
  "formula": "C34H38MnN6O6",
  "method": "ωB97M-V/def2-TZVPD",
  "species": ["Mn", "O", "C", "O", "C", "C", "C", "C", "C", "N", "C", "O", "O", "H", "H", "H", "C", "C", "N", "O", "H", "H", "H", "H", "H", "C", "C", "C", "C", "C", "N", "C", "O", "N", "C", "C", "C", "C", "N", "C", "C", "C", "H", "H", "H", "H", "H", "H", "H", "H", "H", "H", "H", "H", "H", "C", "C", "C", "C", "C", "C", "C", "C", "C", "C", "C", "C", "N", "H", "H", "H", "H", "H", "H", "H", "H", "H", "H", "H", "H", "H", "H", "H", "H", "H"],
  "positions_angstrom": [[-0.982, 0.197, -0.187], [0.758, 2.602, 2.696], [0.254, 1.770, 2.002], [-0.180, 1.910, 0.737], [-0.020, 0.369, 2.492], [0.299, -0.092, 3.754], [-0.058, -1.399, 4.074], [-0.731, -2.189, 3.150], [-1.015, -1.648, 1.909], [-0.634, -0.411, 1.616], [-1.789, -2.303, 0.769], [-2.138, -3.464, 0.874], [-2.008, -1.492, -0.213], [0.796, 0.569, 4.450], [0.179, -1.795, 5.053], [-1.047, -3.201, 3.363], [-1.209, 1.255, -4.373], [-0.911, 1.510, -2.920], [-0.109, 2.503, -2.593], [-1.436, 0.767, -2.057], [-1.674, 2.133, -4.823], [-1.884, 0.409, -4.461], [-0.287, 1.048, -4.917], [0.262, 3.089, -3.322], [0.007, 2.773, -1.558], [0.421, -6.972, 2.461], [0.758, -6.629, 1.035], [-0.124, -5.896, 0.248], [0.164, -5.594, -1.075], [1.369, -6.002, -1.630], [1.750, -5.704, -2.967], [1.308, -4.728, -3.820], [1.375, -4.850, -5.026], [0.741, -3.584, -3.257], [1.189, -2.812, -2.182], [2.266, -3.121, -1.363], [2.559, -2.277, -0.305], [1.779, -1.163, -0.079], [0.750, -0.848, -0.877], [0.471, -1.651, -1.899], [2.264, -6.734, -0.855], [1.952, -7.049, 0.457], [-0.315, -6.278, 2.867], [1.308, -6.942, 3.096], [0.000, -7.977, 2.536], [-1.052, -5.529, 0.667], [-0.552, -5.030, -1.657], [2.247, -6.426, -3.463], [0.216, -3.080, -3.954], [2.874, -3.996, -1.538], [3.392, -2.493, 0.350], [1.988, -0.484, 0.736], [-0.395, -1.387, -2.494], [3.210, -7.048, -1.282], [2.661, -7.622, 1.045], [-3.206, 3.663, -0.913], [-3.057, 3.464, 0.597], [-3.111, 1.971, 0.932], [-1.927, 4.325, 1.160], [-2.329, 5.346, 2.021], [-1.475, 6.368, 2.392], [-0.195, 6.396, 1.866], [0.279, 5.365, 1.063], [1.708, 5.480, 0.549], [1.785, 5.553, -0.978], [2.672, 4.422, 1.092], [-0.572, 4.280, 0.756], [-0.003, 3.235, -0.009], [-4.109, 3.163, -1.276], [-2.349, 3.247, -1.440], [-3.276, 4.724, -1.158], [-3.956, 3.889, 1.051], [-2.620, 1.387, 0.147], [-4.144, 1.621, 0.935], [-2.667, 1.729, 1.898], [-3.359, 5.365, 2.360], [-1.818, 7.157, 3.050], [0.469, 7.219, 2.108], [2.062, 6.447, 0.921], [1.494, 4.597, -1.414], [2.808, 5.774, -1.294], [1.131, 6.333, -1.374], [2.479, 3.455, 0.629], [2.570, 4.308, 2.170], [3.702, 4.717, 0.868]],
  "mulliken_charge": [0.73, -0.62, 0.50, 0.40, -0.22, -0.84, -0.59, -0.67, 0.39, 1.20, 0.36, -0.72, -0.73, 0.64, 0.46, 0.58, -1.71, 0.75, -0.02, -0.63, 0.44, 0.37, 0.38, 0.20, -0.07, -1.46, 0.69, -0.75, -0.02, -0.16, -0.02, 0.25, -0.68, -0.04, 0.13, -0.28, -1.23, -0.28, 0.31, -0.54, -0.32, -0.71, 0.26, 0.38, 0.32, 0.45, 0.54, 0.27, 0.24, 0.63, 0.46, 0.44, 0.44, 0.42, 0.38, -1.57, 0.59, -1.17, 0.68, -1.18, -1.33, -0.89, 1.16, 0.28, -1.37, -1.25, 0.23, -0.99, 0.42, 0.18, 0.42, 0.70, 0.34, 0.54, 0.14, 0.40, 0.37, 0.36, 0.59, 0.08, 0.46, 0.33, 0.01, 0.26, 0.51],
  "de_lowest_kcal_mol": 44.8,
  "homo_lumo_gap_ha": [0.251, 0.252],
  "spin_multiplicity": 2
}

=====

Record 2
{
  "formula": "C34H38N10ReSSe",
  "method": "ωB97M-V/def2-TZVPD",
  "species": ["Re", "C", "C", "C", "C", "N", "C", "C", "C", "C", "C", "C", "C", "H", "H", "H", "H", "H", "H", "H", "H", "C", "N", "C", "Se", "N", "C", "C", "C", "C", "C", "C", "H", "H", "H", "H", "H", "H", "H", "H", "N", "C", "S", "N", "C", "C", "C", "C", "C", "C", "H", "H", "H", "H", "H", "H", "H", "H", "C", "C", "N", "C", "C", "C", "C", "N", "H", "H", "H", "H", "H", "H", "H", "H", "H", "H", "H", "H", "H", "H", "N", "C", "N", "C", "N"],
  "positions_angstrom": [[0.128, -0.066, -0.465], [4.386, -1.144, -0.339], [5.011, 0.081, -0.555], [4.248, 1.215, -0.751], [2.864, 1.121, -0.740], [2.268, -0.077, -0.538], [3.015, -1.182, -0.339], [1.925, 2.240, -0.912], [2.327, 3.555, -1.111], [1.374, 4.559, -1.216], [0.021, 4.250, -1.114], [-0.388, 2.936, -0.918], [0.564, 1.920, -0.826], [4.952, -2.049, -0.168], [6.091, 0.150, -0.558], [4.720, 2.174, -0.908], [2.472, -2.097, -0.161], [3.376, 3.814, -1.181], [1.688, 5.583, -1.369], [-0.720, 5.038, -1.184], [-1.445, 2.712, -0.807], [0.633, -4.911, 1.449], [1.327, -4.789, 0.166], [1.050, -3.932, -0.819], [-0.367, -2.685, -0.844], [1.903, -4.172, -1.826], [2.752, -5.234, -1.501], [3.777, -5.865, -2.196], [4.404, -6.908, -1.543], [4.025, -7.307, -0.250], [3.005, -6.676, 0.434], [2.379, -5.627, -0.228], [-0.017, -4.054, 1.579], [1.373, -4.937, 2.245], [0.044, -5.826, 1.463], [1.865, -3.681, -2.704], [4.068, -5.562, -3.193], [5.207, -7.435, -2.040], [4.544, -8.131, 0.221], [2.712, -6.988, 1.427], [-3.876, 2.400, 3.288], [-3.188, 2.748, 2.202], [-3.688, 2.312, 0.636], [-2.041, 3.432, 2.392], [-1.459, 3.922, 3.600], [-0.082, 3.804, 3.743], [0.542, 4.290, 4.881], [-0.208, 4.883, 5.888], [-1.580, 5.008, 5.735], [-2.211, 4.541, 4.588], [-4.728, 1.885, 3.153], [-3.512, 2.512, 4.221], [-1.497, 3.539, 1.551], [0.498, 3.334, 2.955], [1.616, 4.203, 4.984], [0.276, 5.255, 6.781], [-2.170, 5.491, 6.504], [-3.274, 4.697, 4.454], [-4.187, 0.166, -4.504], [-3.321, -0.938, -3.918], [-2.383, -0.472, -2.869], [-1.079, -0.006, -3.341], [-1.051, 1.454, -3.755], [-2.754, -0.424, -1.596], [-4.151, -0.799, -1.213], [-1.908, -0.068, -0.635], [-4.903, -0.277, -5.196], [-3.599, 0.895, -5.059], [-4.749, 0.699, -3.736], [-2.712, -1.394, -4.697], [-3.927, -1.735, -3.498], [-0.776, -0.663, -4.154], [-0.297, -0.202, -2.579], [-1.603, 1.590, -4.685], [-0.024, 1.782, -3.920], [-1.500, 2.085, -2.992], [-4.276, -1.878, -1.325], [-4.889, -0.300, -1.838], [-4.337, -0.522, -0.179], [-2.382, 0.011, 0.262], [-1.602, 1.007, 5.576], [-0.832, 0.768, 4.755], [0.063, 0.468, 3.817], [0.032, 0.327, 2.608], [0.165, 0.159, 1.434]],
  "mulliken_charge": [0.18, -0.89, -0.53, -1.20, 1.64, -0.01, -0.07, 0.27, -0.50, -1.18, -1.22, -1.51, 1.09, 0.52, 0.46, 0.45, 0.60, 0.46, 0.42, 0.53, 1.10, -0.98, 0.43, -0.51, -0.35, 0.26, 0.42, -0.90, -0.53, -0.68, -0.73, 0.93, 0.29, 0.36, 0.37, 0.22, 0.43, 0.42, 0.42, 0.44, -0.31, 0.37, -0.36, 0.09, 0.18, -0.43, -0.71, -0.55, -0.66, -0.14, 0.25, 0.20, -0.02, 0.49, 0.39, 0.41, 0.41, 0.56, -0.91, -0.89, 0.48, 0.21, -1.21, 0.94, -1.81, -0.05, 0.39, 0.28, 0.26, 0.39, 0.49, 0.52, -0.34, 0.46, 0.40, 0.28, 0.39, 0.33, 0.49, 0.01, -0.48, 0.48, -0.57, 0.90, -0.58],
  "total_charge": 2,
  "homo_lumo_gap_ha": [0.229, 0.199],
  "spin_multiplicity": 4
}

=====

In eV, the DFT total energy values for the records above are, in order, -88421.49217 -129075.38569.